## i
{"formula": "C4H9FN", "method": "ωB97M-V/def2-TZVPD", "orbital_gap_ev": 11.130, "e_homo_ev": -15.92, "charge": 1, "symbols": ["C", "C", "C", "C", "N", "F", "H", "H", "H", "H", "H", "H", "H", "H", "H"], "coordinates": [[-0.623, -0.693, 0.205], [-2.346, 0.777, 0.390], [1.708, -1.298, -0.191], [0.767, 1.046, -0.308], [0.573, -0.390, -0.160], [-0.989, -1.842, 0.717], [-2.836, 1.002, -0.568], [-2.790, 0.094, 1.033], [-1.835, 1.668, 0.737], [1.615, -2.100, 0.524], [2.798, -0.806, -0.195], [1.770, -1.640, -1.194], [0.603, 1.594, 0.678], [-0.072, 1.366, -0.832], [1.658, 1.223, -0.836]]}

## ii
{"formula": "C4H9FN", "method": "ωB97M-V/def2-TZVPD", "orbital_gap_ev": [5.485, 10.882], "e_homo_ev": [-13.13, -15.95], "charge": 1, "symbols": ["C", "C", "C", "C", "N", "F", "H", "H", "H", "H", "H", "H", "H", "H", "H"], "coordinates": [[-0.008, 0.919, 0.285], [3.448, 0.396, -0.087], [-2.283, 0.369, -0.343], [-0.673, -1.338, 0.354], [-0.936, 0.065, 0.109], [-0.211, 2.191, 0.066], [3.490, -0.674, -0.017], [3.369, 0.873, -1.046], [3.535, 0.998, 0.800], [-2.574, -0.357, -1.102], [-2.338, 1.373, -0.754], [-2.978, 0.285, 0.495], [0.302, -1.466, 0.811], [-0.704, -1.887, -0.586], [-1.436, -1.747, 1.014]]}

Stability ranking, top entry: i; the second entry is 0.0457 hartree less favorable.

## i
{"formula": "C4H5FO", "method": "ωB97M-V/def2-TZVPD", "orbital_gap_ev": 10.159, "e_homo_ev": -9.16, "smiles": "F[C@@H]1C=COC1", "symbols": ["C", "C", "C", "C", "H", "H", "H", "H", "H", "O", "F"], "coordinates": [[-0.879, 0.118, 0.282], [-0.062, -1.146, 0.092], [1.253, 0.601, -0.367], [0.118, 1.203, 0.028], [-1.454, 0.186, 1.217], [-0.483, -1.808, -0.676], [0.009, -1.693, 1.018], [2.196, 0.991, -0.665], [-0.033, 2.254, 0.200], [1.193, -0.744, -0.416], [-1.858, 0.039, -0.714]]}

## ii
{"formula": "C4H5FO", "method": "ωB97M-V/def2-TZVPD", "orbital_gap_ev": 10.175, "e_homo_ev": -9.17, "smiles": "F[C@@H]1C=COC1", "symbols": ["C", "C", "C", "C", "H", "H", "H", "H", "H", "O", "F"], "coordinates": [[-0.902, 0.129, 0.289], [0.010, -1.184, 0.096], [1.230, 0.690, -0.341], [0.034, 1.199, 0.021], [-1.461, 0.130, 1.166], [-0.537, -1.805, -0.669], [0.251, -1.819, 0.981], [2.230, 1.066, -0.366], [-0.138, 2.221, 0.031], [1.189, -0.662, -0.515], [-1.906, 0.037, -0.692]]}

## iii
{"formula": "C4H5FO", "method": "ωB97M-V/def2-TZVPD", "orbital_gap_ev": 10.216, "e_homo_ev": -9.18, "smiles": "C=CO/C=C\\F", "symbols": ["C", "C", "C", "C", "H", "H", "H", "H", "H", "O", "F"], "coordinates": [[-1.854, 0.046, 0.132], [-0.835, 0.900, 0.186], [1.186, 0.101, -0.689], [1.497, -0.767, 0.295], [-2.649, -0.037, 0.878], [-0.832, 1.715, 0.920], [1.856, 0.162, -1.478], [0.922, -0.917, 1.195], [2.425, -1.292, 0.158], [0.134, 0.978, -0.780], [-1.850, -0.889, -0.816]]}

## iv
{"formula": "C4H5FO", "method": "ωB97M-V/def2-TZVPD", "orbital_gap_ev": 10.764, "e_homo_ev": -9.99, "smiles": "O=C1CC(F)C1", "symbols": ["C", "C", "C", "C", "H", "H", "H", "H", "H", "O", "F"], "coordinates": [[0.099, 0.095, 0.987], [1.107, 0.154, -0.196], [-0.065, -0.446, -1.006], [-1.096, 0.059, -0.173], [0.326, -0.975, 1.439], [1.388, 1.189, -0.435], [1.824, -0.691, -0.273], [-1.330, 1.131, -0.380], [-1.992, -0.434, 0.097], [-0.187, -1.183, -1.995], [-0.074, 1.100, 1.934]]}

Stability ranking, top entry: i; the second entry is 0.0150 hartree less favorable.

## i
{"formula": "C6H12NO5S", "method": "ωB97M-V/def2-TZVPD", "orbital_gap_ev": 9.300, "e_homo_ev": -5.89, "smiles": "O=S(=O)([O-])NC(O)(O)C1CCCC1", "charge": -1, "symbols": ["C", "C", "C", "C", "C", "C", "N", "O", "O", "O", "O", "O", "S", "H", "H", "H", "H", "H", "H", "H", "H", "H", "H", "H", "H"], "coordinates": [[-2.727, 1.010, 0.281], [-2.935, -0.423, -0.031], [-1.199, 1.120, 0.083], [-1.505, -1.105, -0.364], [-0.597, -0.179, 0.439], [0.943, -0.337, -0.176], [2.009, 0.719, 0.651], [3.838, -1.080, 0.693], [4.471, 1.244, 0.623], [3.542, 0.242, -1.371], [1.135, 0.033, -1.451], [1.340, -1.637, 0.078], [3.592, 0.254, 0.128], [-3.342, 1.791, -0.270], [-2.850, 1.233, 1.331], [-3.339, -0.988, 0.800], [-3.614, -0.612, -0.940], [-1.086, 1.406, -0.917], [-0.788, 1.971, 0.578], [-1.590, -2.092, -0.217], [-1.118, -0.964, -1.462], [-0.580, -0.498, 1.458], [2.001, 0.458, 1.599], [2.102, -0.010, -1.680], [2.297, -1.555, 0.138]]}

## ii
{"formula": "C6H12NO5S", "method": "ωB97M-V/def2-TZVPD", "orbital_gap_ev": 7.964, "e_homo_ev": -4.96, "smiles": "C[C@](C(=O)[O-])([N+](C)(C)C)S(=O)(=O)[O-]", "charge": -1, "symbols": ["C", "C", "C", "C", "C", "C", "N", "O", "O", "O", "O", "O", "S", "H", "H", "H", "H", "H", "H", "H", "H", "H", "H", "H", "H"], "coordinates": [[1.780, -1.962, -0.004], [1.176, -0.269, -1.828], [-0.914, -1.208, 0.092], [-0.555, 1.247, 0.018], [0.255, -0.054, 1.857], [1.327, -0.363, -0.296], [0.017, -0.128, 0.396], [1.972, -2.229, 1.156], [2.092, 2.220, -0.107], [1.637, -2.616, -1.030], [3.744, 0.483, -0.688], [2.976, 0.768, 1.632], [2.696, 0.874, 0.200], [1.476, -1.331, -2.240], [1.770, 0.620, -2.004], [0.118, 0.020, -2.174], [-1.644, -1.161, 0.877], [-1.353, -0.946, -0.888], [-0.490, -2.193, 0.255], [0.303, 1.833, -0.071], [-1.085, 1.118, -0.856], [-1.249, 1.494, 0.760], [1.039, 0.687, 2.118], [-0.694, 0.142, 2.254], [0.560, -0.953, 2.363]]}

Stability ranking, top entry: i; the second entry is 0.0516 hartree less favorable.